5
Properties=species:S:1:pos:R:3:forces:R:3:nbo_charge:R:1 method="wB97M-V/def2-TZVPD" de_lowest_ev=4.2608 orbital_gap_ev="8.380 / 8.322"
C -0.33239 -0.24505 1.54503 -1.9445 -0.1315 0.7248 0.646
N 0.05133 1.37066 -1.19363 -0.3845 2.1426 1.7824 -0.437
F -0.83438 -1.15037 0.73677 0.0284 -0.0458 -0.0638 -0.343
F 0.85795 -0.09793 1.18170 1.9389 0.1427 -0.5475 -0.301
Br 0.25749 0.12269 -2.26986 0.3617 -2.1080 -1.8959 0.436

=====

42
Properties=species:S:1:pos:R:3:forces:R:3:nbo_charge:R:1 method="wB97M-V/def2-TZVPD" smiles=CC1(C)CCCC(C)(C)N1O.O.O.O.O de_lowest_ev=1.8322 orbital_gap_ev=8.678
C 19.49394 28.46167 -13.48162 -1.5402 -0.0259 0.9182 -0.654
C 20.15348 28.00024 -14.74297 1.5633 -0.1454 -0.2466 0.092
C 19.93765 26.49666 -14.93117 -0.5475 0.1226 0.8289 -0.611
C 19.61196 28.77213 -15.93487 1.0274 1.5749 -1.2290 -0.405
C 19.96956 30.33382 -15.90933 -0.2799 -0.7301 -0.2853 -0.407
C 21.49101 30.59319 -15.74769 -1.2412 -2.2685 0.5907 -0.396
C 22.14036 29.62510 -14.62034 -0.8293 2.6020 -1.1155 0.112
C 23.59050 29.72419 -14.96682 2.4240 -0.5514 1.0855 -0.623
C 21.94126 30.39323 -13.26336 0.1427 -0.7532 -0.4078 -0.656
N 21.66467 28.22509 -14.69537 -1.0172 1.5711 -3.5011 -0.184
O 22.29077 27.47335 -13.73905 -0.5505 -0.0019 0.9547 -0.536
H 20.16677 28.72592 -12.66581 -0.1802 -0.1658 0.0399 0.207
H 18.78768 27.69901 -13.15350 0.2452 -0.2502 0.4485 0.215
H 18.80350 29.28875 -13.64695 0.4229 0.4521 -0.0182 0.221
H 18.87502 26.27215 -14.83892 -0.4682 0.3443 -1.2430 0.206
H 20.15453 25.92723 -14.02740 1.3161 0.0693 -0.0456 0.222
H 20.43788 26.13634 -15.83008 -0.2340 -0.2455 0.2040 0.227
H 20.05023 28.37136 -16.84887 0.4540 -0.1342 -0.0194 0.211
H 18.55453 28.60271 -16.13794 -0.2391 0.1435 0.6966 0.217
H 19.28065 30.84232 -15.23484 0.4480 0.0377 0.6557 0.195
H 19.71799 30.82439 -16.84962 -0.2837 -0.4357 -0.3662 0.210
H 21.73002 31.64944 -15.62392 -0.0026 -0.1089 0.5903 0.216
H 21.91961 30.33561 -16.71623 0.1820 -0.2712 0.0190 0.203
H 24.23165 29.14346 -14.30365 -0.2394 -0.6165 0.2677 0.219
H 23.95692 29.43800 -15.95267 -0.7302 0.0589 -0.2534 0.219
H 24.00179 30.70061 -14.71077 -0.4096 0.4549 -0.5144 0.205
H 22.34579 29.78490 -12.45443 -0.0217 0.0974 0.2813 0.206
H 22.52957 31.30962 -13.31028 -0.0984 -0.0391 0.0521 0.219
H 20.90399 30.65006 -13.04838 0.0877 -0.0086 -0.0866 0.211
H 21.76403 27.82431 -13.01726 0.6109 -0.7902 1.7130 0.440
O 18.27215 24.47575 -8.20681 0.2388 0.1860 -0.0411 -0.943
H 17.88399 23.95296 -8.90842 -0.0980 -0.1560 -0.1976 0.471
H 17.79346 24.21473 -7.42007 -0.1146 -0.0391 0.2394 0.472
O 15.07168 22.06354 -5.05367 0.1526 0.1125 0.1754 -0.938
H 15.34833 21.77972 -5.92496 0.0852 -0.0773 -0.2831 0.470
H 14.15027 21.80986 -4.99994 -0.2330 -0.0389 0.0459 0.468
O 15.70655 20.95672 -9.17817 0.0545 0.2115 0.2145 -0.944
H 15.96739 20.04088 -9.08102 0.1097 -0.2412 0.0480 0.472
H 15.22866 20.98352 -10.00710 -0.1473 0.0588 -0.2113 0.472
O 22.30465 26.25876 -9.00317 0.0739 0.2165 -0.1284 -0.940
H 22.92461 25.60938 -8.67122 0.1806 -0.1366 0.0581 0.467
H 21.44448 25.91351 -8.76413 -0.3137 -0.0828 0.0663 0.474

=====

15
Properties=species:S:1:pos:R:3:forces:R:3:nbo_charge:R:1 method="wB97M-V/def2-TZVPD" smiles="C=C=O.N=C=O.C=C" de_lowest_ev=2.8503 orbital_gap_ev=10.163
C 0.64464 3.37648 0.42951 -0.9962 2.0235 -0.5112 -0.828
C 1.62095 2.52350 0.29795 0.7411 0.3368 -0.1312 0.729
O 2.50211 1.77221 0.21958 -0.4734 0.6119 -0.2072 -0.444
H -0.35647 3.03899 0.39996 -0.7869 -1.1715 0.2742 0.260
H 0.51377 4.48646 0.25949 1.5015 -1.3996 0.2660 0.282
N 2.21629 -2.10160 0.23535 0.5887 -0.4978 -0.1741 -0.794
C 2.36406 -1.13019 0.92887 -0.7063 -1.1458 -0.5151 0.868
O 2.55510 -0.29050 1.68271 0.5210 1.1334 1.3244 -0.494
H 1.45195 -2.28982 -0.37193 -0.3313 0.0968 -0.3291 0.420
C -0.70742 -0.81582 -0.86575 -0.2580 -2.4484 2.2595 -0.407
C -0.25286 -0.45317 -2.01278 0.1306 4.8115 -0.8452 -0.368
H -0.68963 -0.13691 -0.02505 -0.4625 -0.0319 0.1154 0.201
H -0.93904 -1.90579 -0.68165 0.1116 1.3379 0.0295 0.192
H -0.17330 -1.03892 -2.84634 0.2124 -1.6449 -1.9108 0.191
H -0.11579 0.68144 -2.20997 0.2077 -2.0116 0.3550 0.192

=====

37
Properties=species:S:1:pos:R:3:forces:R:3:nbo_charge:R:1 method="wB97M-V/def2-TZVPD" smiles=CCCC[N@@H+]1C[C@H](O)[C@@H](O)[C@H](O)[C@H]1CO total_charge=+1 de_lowest_ev=0.0000 orbital_gap_ev=11.140
C -3.97213 -0.39219 0.46815 0.0941 0.0397 -0.2356 -0.607
C -3.14099 0.24562 -0.63799 -0.0766 0.1342 0.1013 -0.398
C -2.17360 1.29974 -0.09013 -0.0434 -0.2396 -0.1696 -0.429
C -0.99120 0.69679 0.67646 -0.8635 -0.0555 0.4633 -0.238
N 0.29459 0.86825 -0.05344 0.0946 0.5075 -0.0385 -0.371
C 0.38575 0.05770 -1.28854 -0.0516 -0.7935 -0.5680 -0.253
C 0.61997 -1.43303 -1.02621 0.6029 0.1291 -0.1464 0.065
O -0.53359 -1.98834 -0.45642 -0.3293 -0.0837 0.0733 -0.719
C 1.88160 -1.62696 -0.14991 -0.5399 -0.1772 0.2738 0.052
O 3.04083 -1.28602 -0.86833 0.2003 0.0655 -0.1579 -0.728
C 1.83536 -0.74307 1.11729 0.4650 0.0883 -0.4076 0.079
O 0.87615 -1.19101 2.03685 -0.2303 -0.0494 0.2163 -0.712
C 1.49811 0.72050 0.81157 0.6857 -0.0654 0.4806 -0.075
C 2.65152 1.50809 0.17022 0.1740 -0.4029 -0.0547 -0.094
O 2.08697 2.70886 -0.32346 -0.0805 0.1581 0.0509 -0.752
H -4.66194 -1.11711 0.04601 -0.0795 -0.1071 0.0463 0.226
H -4.55241 0.36198 0.99354 -0.0807 0.0639 0.0999 0.210
H -3.34068 -0.90520 1.18877 0.0424 -0.1078 0.1593 0.198
H -3.81166 0.72497 -1.35235 0.0357 -0.0209 -0.0683 0.218
H -2.59082 -0.53589 -1.16326 0.0083 0.0122 -0.1182 0.202
H -1.80729 1.92690 -0.90695 0.0279 0.1228 -0.0179 0.205
H -2.73424 1.95494 0.57740 0.0864 0.0917 -0.0045 0.233
H -1.13700 -0.36923 0.84541 0.1256 0.2170 0.0660 0.269
H -0.87906 1.18385 1.64457 0.1818 -0.0284 -0.0728 0.226
H 0.35521 1.85714 -0.35005 -0.1052 -0.2048 0.0171 0.473
H 1.21659 0.43109 -1.88829 -0.0833 0.0835 0.0777 0.246
H -0.54422 0.17311 -1.84517 0.0919 0.1292 0.0363 0.250
H 0.82272 -1.89393 -2.00769 0.0127 0.1851 0.1356 0.193
H -0.47717 -2.94936 -0.42887 0.0629 0.0053 -0.0396 0.493
H 1.91823 -2.67549 0.18377 -0.0405 0.1313 -0.0219 0.181
H 3.30281 -2.00594 -1.45330 -0.0288 0.0257 0.0487 0.496
H 2.84540 -0.75699 1.55314 -0.1096 0.0676 -0.0848 0.204
H 1.15487 -2.01567 2.44942 0.0448 0.0276 -0.0346 0.492
H 1.24860 1.19161 1.76802 -0.0594 -0.0150 -0.2039 0.247
H 3.40630 1.70803 0.93646 -0.1000 -0.0947 0.0057 0.204
H 3.12062 0.93275 -0.63501 -0.0542 0.1283 0.1419 0.208
H 2.78578 3.33350 -0.54169 -0.0807 0.0319 -0.0493 0.508

=====

13
Properties=species:S:1:pos:R:3:forces:R:3:nbo_charge:R:1 method="wB97M-V/def2-TZVPD" smiles=O[C@@H]1C[C@H]1CF de_lowest_ev=1.4439 orbital_gap_ev=10.403
O 1.17312 2.03460 0.30364 -0.1858 0.8079 -0.9703 -0.703
C 0.43772 0.93557 0.67537 -0.3862 -1.4642 0.4226 0.089
C 1.12934 -0.40165 0.51010 -1.0243 0.5744 0.8097 -0.442
C -0.02733 -0.02702 -0.37924 -0.4883 0.2129 2.7003 -0.281
C -1.36138 -0.73473 -0.15028 1.0295 0.6107 0.5957 0.065
F -1.26519 -1.76470 -1.06246 -1.1113 -0.7363 -0.1888 -0.366
H 1.46128 2.52893 1.06249 0.1720 0.1071 0.5229 0.477
H -0.27770 1.03691 1.50828 0.5032 0.2016 -0.2984 0.170
H 1.02616 -1.14711 1.25764 -0.2516 -0.6364 0.5330 0.205
H 2.10747 -0.30471 0.13245 0.8996 0.0260 -0.6500 0.222
H 0.29612 0.11203 -1.34884 0.0100 0.5684 -2.0777 0.232
H -1.41887 -1.17174 0.89728 0.0449 0.4845 -1.1781 0.160
H -2.26286 -0.08181 -0.31197 0.7883 -0.7566 -0.2211 0.171

=====

8
Properties=species:S:1:pos:R:3:forces:R:3:nbo_charge:R:1 method="wB97M-V/def2-TZVPD" total_charge=-1 de_lowest_ev=1.3344 orbital_gap_ev=8.719
C 0.19102 0.17035 -0.93793 1.8348 -5.9837 -0.9180 0.776
O -1.26077 -2.77387 0.56065 1.2931 -0.5536 -0.7564 -1.005
O 0.08970 -1.13305 1.53754 1.2208 -0.0370 0.0319 -1.043
O 0.48377 -1.44008 -1.05111 -1.5998 4.0775 1.1521 -0.846
F 1.30852 0.72287 -1.32325 2.3186 1.0192 -0.6952 -0.350
F -0.71170 0.61069 -1.77398 -1.7249 -0.1319 -0.7826 -0.337
S 0.14791 -2.29987 0.62717 -2.3008 1.2922 -0.2398 1.661
H 0.04627 0.38738 0.05647 -1.0417 0.3174 2.2079 0.144